73
Properties=species:S:1:pos:R:3:forces:R:3 method="wB97M-V/def2-TZVPD" orbital_gap_ev=6.6 lumo_ha=-0.164 e_tot_ha=-1589.438959 charge=+1
C -3.91784 3.38767 -1.96767 0.2 0.6 0.1
C -3.54798 1.97822 -1.74857 -0.8 -1.1 1.0
N -4.50926 1.01855 -1.71925 0.8 1.0 -0.4
C -5.94162 1.25389 -1.79322 -0.3 0.1 -0.2
C -3.92960 -0.25060 -1.68386 0.9 -0.3 0.6
C -2.52327 -0.08370 -1.70479 -0.6 -0.4 -0.5
C -1.71570 -1.21762 -1.70149 -0.3 -0.5 0.0
C -2.31518 -2.46764 -1.48683 0.0 0.3 -0.2
C -3.71085 -2.60164 -1.39121 0.0 0.4 0.0
C -4.54806 -1.48104 -1.51190 0.3 -0.2 -0.1
C -2.26293 1.35475 -1.63717 0.9 -0.1 0.1
C -0.98587 1.92898 -1.43061 -2.0 1.0 -2.2
C 0.10580 1.56515 -2.33508 2.2 -1.6 0.0
C 0.94512 0.51446 -1.92352 -0.7 0.0 -0.4
C 2.02481 0.06259 -2.67388 -0.5 0.2 -0.9
C 2.24891 0.63216 -3.93323 -0.1 0.3 0.4
C 1.43979 1.69541 -4.36765 0.0 -0.2 0.2
C 0.38503 2.17262 -3.58108 -0.4 0.0 0.5
H -3.00717 3.98718 -2.03385 -0.2 0.1 0.0
H -4.49236 3.53447 -2.89775 0.3 -0.2 0.3
H -4.53858 3.77293 -1.14645 0.1 -0.1 -0.1
H -6.45613 0.37312 -1.40223 0.1 0.3 0.0
H -6.22434 2.12559 -1.19325 0.1 -0.2 -0.1
H -6.27525 1.41456 -2.82824 0.2 -0.1 0.2
H -0.65797 -1.12941 -1.93375 -0.3 -0.2 0.4
H -1.67245 -3.34797 -1.40549 -0.3 0.2 -0.1
H -4.14304 -3.59010 -1.24211 0.1 0.3 0.0
H -5.63620 -1.54177 -1.47056 0.4 -0.3 0.0
H -0.95763 2.94390 -1.02089 0.0 -0.2 -0.1
H 0.65825 0.04289 -0.98643 0.4 0.2 -0.7
H 2.64064 -0.75609 -2.29870 -0.2 0.3 -0.2
H 3.06859 0.26278 -4.55176 -0.3 0.2 0.1
H 1.64246 2.15870 -5.33592 -0.1 -0.1 0.3
H -0.25065 2.99399 -3.92661 0.3 -0.2 0.0
N 3.65521 1.93593 -0.34684 -1.5 -2.5 0.7
N 3.09175 0.97282 -0.08127 0.9 1.5 -0.5
N 2.50187 -0.11465 0.06322 1.1 1.0 -0.6
C 2.00417 -0.38510 1.40978 0.2 0.0 0.3
C 1.88948 -1.91205 1.51965 0.2 -0.2 0.1
C 2.11090 -2.56571 2.73893 -0.1 -0.1 -0.2
C 2.06653 -3.96288 2.80001 -0.1 0.2 -0.1
C 1.77539 -4.70500 1.65345 -0.1 0.1 -0.1
C 1.51042 -4.05016 0.44448 0.0 0.3 0.2
C 1.57927 -2.65458 0.38127 0.0 -0.3 0.0
C 3.12525 0.09814 2.34504 -0.5 -0.1 0.7
C 4.40329 -0.36602 2.02136 0.6 0.0 0.6
C 5.50637 0.02130 2.78440 -0.4 0.1 -0.1
C 5.33203 0.88284 3.87629 -0.2 -0.1 -0.1
C 4.04853 1.30187 4.22619 -0.1 -0.1 -0.1
C 2.93361 0.89855 3.47227 0.5 0.0 -0.2
C 0.60017 0.26393 1.61384 -0.5 0.0 0.6
C -0.60734 -0.67459 1.62056 0.0 -0.2 -0.2
C -1.80167 0.29324 1.68710 -0.3 -0.2 0.1
C -1.21411 1.66206 1.31625 0.3 0.2 1.2
N 0.07534 1.32626 0.68976 0.1 0.6 0.0
H 2.33737 -1.98673 3.63934 0.0 -0.2 -0.3
H 2.26124 -4.46141 3.75185 -0.1 0.1 -0.3
H 1.74656 -5.79452 1.69990 0.0 0.3 0.0
H 1.25284 -4.60663 -0.45962 0.2 0.1 0.3
H 1.40722 -2.13433 -0.56621 0.1 -0.3 0.3
H 4.53063 -1.07726 1.19889 0.0 0.4 0.2
H 6.49428 -0.34445 2.50575 -0.2 0.1 0.2
H 6.19612 1.21579 4.45381 -0.3 -0.1 -0.1
H 3.89025 1.94946 5.09001 0.1 -0.2 -0.2
H 1.93123 1.21761 3.76772 0.5 0.0 0.0
H 0.63849 0.72833 2.61110 -0.1 -0.1 -0.2
H -0.62697 -1.22052 0.66386 0.0 0.1 0.4
H -0.57080 -1.41513 2.42923 -0.1 0.3 -0.2
H -2.58190 -0.00061 0.97683 0.1 0.0 0.2
H -2.24289 0.32171 2.68983 0.0 0.0 -0.2
H -1.85943 2.26553 0.68013 0.1 -0.1 0.2
H -1.02581 2.23189 2.24203 -0.1 0.0 -0.2
H 0.69567 2.13812 0.65482 -0.1 -0.2 0.1

92
Properties=species:S:1:pos:R:3:forces:R:3 method="wB97M-V/def2-TZVPD" orbital_gap_ev="4.4 / 4.4" lumo_ha="-0.215 / -0.215" e_tot_ha=-3949.767421 charge=+1
Pt -0.14039 -0.59434 -0.52687 0.8 2.0 -4.6
C -2.54265 4.70671 4.04781 -0.1 -0.1 0.1
C -2.01089 3.33589 3.74332 0.1 0.0 -0.1
C -0.85554 2.87546 4.37437 -0.1 0.0 -0.1
C -0.33104 1.63218 4.06477 0.0 -0.1 0.0
C -0.97273 0.84566 3.12108 0.2 -0.1 0.0
C -2.13871 1.26351 2.50086 -0.1 -0.2 0.0
C -2.65828 2.50620 2.82745 0.0 0.0 0.0
S -0.06776 -0.52658 2.47093 -0.3 0.5 0.1
O -0.95993 -1.45959 1.83308 -0.2 0.1 0.9
O 0.93150 -0.94769 3.39927 0.2 -0.2 0.3
N 0.65848 0.29665 1.21215 -1.7 -1.9 -0.1
C 2.00649 0.20411 0.97266 0.7 0.0 0.2
C 3.02765 0.47522 1.88646 -0.1 0.0 0.0
C 4.32747 0.44735 1.42586 -0.1 0.0 0.0
C 4.58394 0.14156 0.09129 -0.1 0.0 0.0
C 3.51553 -0.14227 -0.73530 0.2 -0.2 -0.5
N 2.25650 -0.09434 -0.30769 -1.6 -0.3 0.4
H -1.79596 5.30350 4.56730 0.0 0.1 0.0
H -3.42348 4.63169 4.68649 0.0 0.1 0.0
H -2.84601 5.22664 3.13926 0.0 0.0 0.0
H -0.35859 3.50143 5.10307 0.0 0.0 0.0
H 0.56500 1.24994 4.53394 0.1 0.1 0.1
H -2.62609 0.62772 1.77221 0.0 0.0 0.0
H -3.57576 2.83358 2.35399 0.0 0.0 0.0
H 2.77611 0.69030 2.91352 0.0 0.0 0.0
H 5.14302 0.67105 2.10077 0.0 0.0 0.0
H 5.59110 0.13042 -0.29701 0.0 0.0 0.0
H 3.64999 -0.40210 -1.77744 0.0 0.0 0.0
O -0.94327 -1.08286 -4.62901 0.0 0.1 0.1
C -1.25852 -0.72487 -3.50578 -0.4 0.1 -0.7
O -0.37948 -0.22721 -2.68203 0.3 -0.7 1.7
C -2.70670 -0.74631 -3.10492 0.3 0.0 0.5
C -3.63921 -0.92517 -4.10587 -0.4 -0.1 -0.3
C -4.99977 -0.86301 -3.84207 0.5 0.1 0.4
C -5.44833 -0.54191 -2.57292 -0.1 0.1 0.1
C -4.53002 -0.32032 -1.57234 0.6 -0.2 -0.3
C -3.11512 -0.51789 -1.75721 -0.3 0.0 -0.7
O -2.34799 -0.50337 -0.73793 1.5 0.1 1.8
N -5.01912 0.20223 -0.31135 -0.2 0.2 0.3
O -6.14603 -0.08263 0.03174 0.1 -0.1 0.0
O -4.28765 0.96719 0.30680 -0.2 0.0 -0.1
N -5.96355 -1.03419 -4.91268 -0.3 0.0 -0.3
O -5.53311 -1.22544 -6.03384 0.0 0.0 0.1
O -7.14275 -0.96103 -4.62081 0.1 0.0 0.0
H -3.29949 -1.10108 -5.11722 0.0 0.0 0.0
H -6.50427 -0.42953 -2.36961 0.0 0.0 0.0
C -0.05079 4.51041 -0.09508 0.2 -0.1 0.5
C 0.08634 3.01994 0.30587 0.0 -0.1 0.0
N -0.26025 2.16974 -0.82584 0.1 -0.1 -0.1
C 0.65764 2.42477 -1.93317 -0.1 0.0 0.0
C 0.53039 3.89671 -2.39243 0.4 -0.3 -0.3
N -0.48567 4.56086 -1.52196 0.0 0.3 -0.1
C -1.81079 3.88792 -1.67227 -0.4 -0.3 0.0
C -1.63966 2.41267 -1.23749 0.0 0.0 0.0
H 0.89361 5.04581 -0.00451 0.0 0.0 -0.1
H -0.79827 5.02084 0.51141 0.0 0.0 -0.1
H -0.57016 2.78250 1.14052 0.0 0.0 0.0
H 1.10747 2.79668 0.61142 0.0 0.0 0.0
H 0.42422 1.73016 -2.73777 0.0 0.1 0.0
H 1.67133 2.20911 -1.59772 0.0 0.1 0.0
H 0.19926 3.97035 -3.42751 -0.1 0.1 0.1
H 1.47317 4.43323 -2.29041 -0.1 0.1 0.0
H -0.57674 5.53473 -1.80839 0.0 0.0 0.0
H -2.11922 3.96729 -2.71405 0.1 0.1 0.0
H -2.53821 4.41120 -1.05279 0.1 0.1 0.0
H -1.86664 1.74893 -2.06853 0.0 0.0 0.0
H -2.30826 2.16342 -0.41435 0.0 0.0 0.0
N 7.19761 -4.19972 0.81132 0.0 0.0 -0.1
C 5.87357 -4.31034 1.11576 -0.1 0.0 0.0
C 5.09360 -5.32203 0.53085 0.0 0.1 0.1
C 3.74577 -5.40085 0.80136 0.0 -0.1 0.0
C 3.16671 -4.48845 1.67353 -0.6 0.1 0.1
C 3.91618 -3.47878 2.26211 0.0 0.0 0.1
C 5.26278 -3.39261 1.98729 0.0 0.0 0.0
S 1.42829 -4.52755 1.94287 0.7 -0.9 -0.4
O 1.08029 -4.19058 3.27439 0.0 0.8 0.0
O 0.90831 -5.76542 1.40779 0.2 0.0 0.3
N 1.03494 -3.29758 0.85854 -0.7 0.3 -0.8
C 0.40907 -3.59646 -0.23089 0.3 -0.7 1.3
S -0.16685 -5.24644 -0.66000 -0.4 -0.2 -0.7
C -0.70246 -4.64561 -2.14999 -0.1 0.1 0.8
C -0.45272 -3.30171 -2.29103 -0.6 0.7 -0.1
N 0.13164 -2.70735 -1.24322 1.2 0.7 0.2
H 7.65548 -4.92872 0.29561 0.0 0.0 0.0
H 7.77977 -3.56015 1.31953 0.0 -0.1 0.0
H 5.56686 -6.03930 -0.12670 0.0 0.0 0.0
H 3.13485 -6.17799 0.36329 0.0 0.0 0.0
H 3.41606 -2.79825 2.93812 0.1 0.1 0.1
H 5.86967 -2.62346 2.44656 0.0 0.0 0.0
H -1.18240 -5.27938 -2.87651 0.1 -0.1 -0.2
H -0.65036 -2.73101 -3.18607 0.2 -0.3 0.0

111
Properties=species:S:1:pos:R:3:forces:R:3 method="wB97M-V/def2-TZVPD" orbital_gap_ev=1.3 lumo_ha=-0.194 e_tot_ha=-6716.135853 charge=-1
O -5.62583 -2.54975 -2.26334 -0.5 0.1 0.1
C -4.91568 -1.55215 -2.00362 0.5 0.0 0.0
C -5.11763 -0.17533 -2.38954 -0.2 0.1 -0.2
C -6.36091 0.44564 -2.37523 0.2 -0.3 -0.2
C -6.42528 1.78412 -2.71651 -0.2 0.2 0.1
C -5.28248 2.48448 -3.07174 0.2 -0.1 0.0
C -4.03878 1.85949 -3.09755 0.0 -0.2 -0.1
C -3.95396 0.52771 -2.74856 0.1 -0.1 0.3
C -2.64279 -0.20075 -2.74189 -0.1 -0.1 0.0
O -1.80287 -0.05261 -3.59087 0.2 0.3 0.0
C -2.50194 -1.20727 -1.62778 0.0 0.1 0.1
C -1.32829 -1.51759 -0.94444 -0.2 -0.1 0.0
C 0.01010 -0.91516 -1.26639 0.0 -0.1 -0.2
C 0.49621 0.20021 -0.34027 0.2 -0.5 0.1
C -0.26582 1.48937 -0.47756 0.3 0.1 -0.2
F -1.60850 1.30863 -0.36685 0.1 0.0 0.1
F -0.04762 2.01381 -1.72082 -0.1 0.0 0.1
C 0.12628 2.61771 0.51473 -0.4 0.2 -0.1
F -0.72919 3.63760 0.29893 0.2 -0.1 0.0
F 1.37086 3.06205 0.23201 0.0 -0.2 0.1
C 0.03126 2.23374 2.02878 0.0 0.7 0.2
F -0.59124 3.22797 2.68450 0.0 -0.3 -0.1
F -0.68557 1.09941 2.17283 0.2 0.1 -0.1
C 1.36767 2.02142 2.78435 -0.2 -0.3 0.2
F 1.99446 3.18259 3.00687 -0.1 -0.3 -0.1
F 1.04285 1.46567 3.95161 0.5 0.3 -0.2
F 2.19358 1.19910 2.11788 -0.2 0.2 0.2
C -1.41808 -2.45714 0.09338 0.0 0.1 -0.1
C -2.59512 -3.09379 0.43653 0.1 0.1 0.1
C -3.76512 -2.79992 -0.25954 0.8 -0.1 0.3
C -3.68446 -1.84766 -1.27044 -0.2 0.2 0.3
H -7.23559 -0.12011 -2.08981 -0.2 0.1 -0.1
H -7.38067 2.28658 -2.69250 -0.1 0.0 -0.1
H -5.34419 3.53287 -3.32372 -0.1 0.0 0.0
H -3.13370 2.38253 -3.36984 0.0 0.1 -0.1
H 0.72860 -1.73192 -1.18611 0.1 0.1 0.0
H 0.04812 -0.57698 -2.29667 -0.1 0.0 0.0
H 1.53219 0.37082 -0.62531 0.0 0.3 0.2
H 0.50793 -0.14116 0.69156 -0.2 0.0 0.1
H -0.51651 -2.68718 0.64724 0.0 0.0 0.0
H -2.59638 -3.79703 1.25603 -0.1 0.0 0.0
H -4.70858 -3.24474 0.03739 -0.1 0.3 0.2
C 4.41220 0.83026 -2.83617 0.0 -0.1 -0.1
Cl 2.75356 1.34469 -2.53031 0.1 0.2 -0.2
Cl 5.03104 -0.19447 -1.53138 0.0 0.0 0.0
H 4.42234 0.25941 -3.75565 0.0 -0.1 0.0
H 5.04204 1.70787 -2.91337 0.0 0.0 0.1
O -9.37135 -1.15964 -2.75000 0.2 -0.2 0.6
H -10.27909 -1.42679 -2.93058 0.0 0.2 -0.4
H -8.86980 -1.96947 -2.88214 0.0 0.0 -0.2
Al -4.44194 -4.16549 -2.16073 -0.3 -0.4 -0.6
C -4.36042 0.03538 2.70781 0.3 0.1 0.0
O -4.29682 -0.63492 1.66943 -0.2 -0.1 -0.1
N -5.53972 0.26107 3.35260 -0.1 0.0 0.0
N -3.26094 0.58409 3.26017 -0.4 0.2 -0.1
H -5.59494 0.79735 4.19818 0.1 0.0 0.0
H -6.37214 -0.13187 2.95823 0.0 0.0 0.0
H -2.40799 0.40844 2.77293 0.0 -0.1 0.1
H -3.20821 1.14462 4.11656 0.0 -0.4 -0.1
F -11.23429 1.34478 -5.76977 0.0 0.1 0.1
Al -10.27423 0.11658 -6.41584 0.0 0.0 0.1
F -10.71925 -0.18073 -8.01387 0.0 0.0 -0.1
F -10.49737 -1.29910 -5.50275 0.0 -0.1 0.1
F -8.64819 0.57452 -6.34416 0.1 0.0 0.0
C 4.67480 4.93159 5.36150 0.2 0.1 0.0
C 3.85772 6.12573 4.94547 0.1 -0.2 0.0
C 3.59564 6.25770 3.46219 -0.1 0.0 0.0
O 3.42548 7.67394 3.31525 0.0 -0.1 0.0
C 4.13995 8.27631 4.29662 0.0 -0.1 0.0
O 4.36767 9.43916 4.35297 0.0 0.1 0.0
O 4.55935 7.35919 5.20233 -0.1 0.0 0.0
H 5.59582 4.87121 4.78005 0.0 0.0 0.0
H 4.95013 5.00481 6.41268 -0.1 0.0 0.0
H 4.10118 4.01679 5.21344 0.0 0.0 0.0
H 2.91873 6.15835 5.50491 0.0 0.0 0.0
H 2.70800 5.72874 3.12711 -0.1 0.2 0.0
H 4.45561 5.95026 2.86200 0.0 -0.1 0.1
C 1.32140 -1.22141 5.18707 0.0 -0.4 -0.2
C 0.50351 -1.61699 6.39417 0.1 0.5 0.2
O -0.35007 -2.74736 6.09120 0.0 -0.1 0.0
C 0.22349 -3.93097 6.08757 -0.1 0.2 0.0
O 1.36609 -4.19874 6.31926 0.1 -0.1 0.0
C -0.83176 -5.00984 5.75763 0.1 0.1 0.0
F -1.57203 -4.65828 4.69891 0.0 0.0 0.0
F -1.65085 -5.18563 6.80043 -0.1 0.0 0.0
F -0.24301 -6.17029 5.48561 0.0 -0.1 0.0
H 0.65575 -1.01825 4.34890 0.0 0.1 0.0
H 1.89964 -0.32665 5.40300 0.0 0.0 0.1
H 2.00862 -2.01482 4.89060 0.0 0.0 0.1
H -0.17629 -0.81524 6.67584 -0.2 -0.1 -0.1
H 1.12893 -1.85479 7.25394 0.0 -0.2 -0.1
C 10.41847 -3.69738 -4.31177 -0.1 0.2 -0.1
C 9.08910 -3.89929 -3.61955 0.2 -0.3 0.2
O 8.18429 -2.80483 -3.87674 0.0 0.0 0.0
C 7.57562 -2.81917 -5.05069 0.0 0.0 0.1
O 7.68551 -3.63258 -5.91720 0.0 0.0 -0.1
C 6.62442 -1.60841 -5.14873 0.0 0.0 0.0
F 7.23259 -0.48003 -4.75924 0.0 0.0 0.0
F 5.56465 -1.80084 -4.35469 -0.1 0.0 0.0
F 6.19989 -1.44412 -6.39323 0.0 0.0 0.0
H 10.85732 -2.74277 -4.02063 0.0 0.0 0.1
H 11.10433 -4.49821 -4.03772 0.0 0.0 0.0
H 10.30176 -3.69869 -5.39442 0.0 -0.1 0.0
H 9.21182 -3.90914 -2.53923 -0.1 0.1 0.0
H 8.61649 -4.83512 -3.91499 -0.1 0.1 -0.1
Cl -2.04396 1.25572 5.92101 0.2 0.1 0.2
O 0.98791 -2.56526 -6.01537 0.0 -0.1 0.0
S 1.59424 -2.47489 -4.68809 0.0 0.1 0.1
O 2.36828 -1.24970 -4.48697 0.0 -0.1 0.1
O 2.51274 -3.60445 -4.54420 0.1 0.0 -0.1
O 0.50829 -2.49327 -3.70535 0.0 0.0 -0.2